ORCA calculation (ωB97M-V/def2-TZVPD) on a 8-piece molecular cluster, C20H39NO9S2 overall at a distorted geometry.

Geometry as XYZ:
```
71
C20H39NO9S2, DFT ωB97M-V/def2-TZVPD
C -1.148 0.325 2.640
S -0.046 0.260 1.091
O 1.469 0.040 1.473
O -0.072 1.677 0.395
C -0.674 -1.020 -0.137
C -1.495 -0.424 -1.465
C -2.107 -1.451 -2.633
C -1.857 -3.080 -2.503
C -1.042 -3.663 -1.180
C -0.460 -2.670 0.033
N 0.247 -3.186 1.267
C 1.198 -4.324 0.971
C 2.658 -4.292 1.777
C 3.812 -5.446 1.611
C 3.509 -6.718 0.613
C 2.065 -6.748 -0.222
C 0.932 -5.576 -0.055
S -0.732 -5.539 -0.990
H -1.845 1.275 2.510
H -1.765 -0.673 2.629
H -0.445 0.403 3.577
H -1.706 0.723 -1.636
H -2.708 -1.002 -3.535
H -2.282 -3.782 -3.358
H 0.709 -2.432 1.821
H 2.917 -3.387 2.511
H 4.825 -5.370 2.193
H 4.317 -7.569 0.515
H 1.883 -7.667 -0.925
C 1.440 4.992 0.245
O 2.173 3.855 -0.169
H 2.037 5.888 0.058
H 0.508 5.054 -0.324
H 1.223 4.918 1.313
H 1.618 3.076 0.008
C -0.164 8.332 -1.307
O -0.997 8.078 -0.191
H -0.397 7.614 -2.096
H -0.345 9.345 -1.674
H 0.883 8.221 -1.013
H -0.768 8.730 0.492
C -2.598 -7.959 1.975
O -2.906 -8.388 0.661
H -3.458 -8.148 2.621
H -1.735 -8.517 2.348
H -2.377 -6.889 1.967
H -2.125 -8.209 0.111
C -5.915 -2.377 -2.294
O -5.182 -3.515 -2.708
H -5.318 -1.482 -2.480
H -6.847 -2.316 -2.862
H -6.132 -2.451 -1.225
H -5.737 -4.293 -2.530
C 2.565 4.235 3.955
O 1.913 5.092 4.874
H 1.829 3.843 3.250
H 3.326 4.798 3.409
H 3.028 3.405 4.495
H 2.591 5.424 5.487
C 5.320 5.458 1.200
O 6.338 5.813 2.117
H 4.617 6.290 1.111
H 5.764 5.254 0.222
H 4.791 4.574 1.564
H 6.947 5.057 2.175
C -2.324 1.493 -5.711
O -3.407 0.705 -5.251
H -1.403 0.909 -5.636
H -2.492 1.772 -6.754
H -2.235 2.389 -5.092
H -4.209 1.249 -5.329
```

Values from the calculation:
HOMO level = -7.9305 eV
energy = -62938.9178 eV
SMILES string = CS(=O)(=O)c1cccc2c1Nc1ccccc1S2.CO.CO.CO.CO.CO.CO.CO
relative energy (zero: lowest compared OMol25 entry of this formula, charge and spin) = 455.0 kcal per mole

These are the Löwdin partial charges, in e, on atoms 1 to 8:
1. C -0.154
2. S 0.753
3. O -0.425
4. O -0.436
5. C -0.188
6. C 0.001
7. C -0.035
8. C -0.028